(1)
# C26H33N3O3S

One molecule with the formula C26H33N3O3S (ωB97M-V/def2-TZVPD, the OMol25 dataset).

Last column: Löwdin charge in e.
Cartesian coordinates (Å):
C1 -4.234 -1.963 2.688  -0.069
O1 -5.269 -1.210 2.097  -0.061
C2 -5.038 -0.619 0.896  -0.202
C3 -6.090 0.098 0.334  -0.006
C4 -5.977 0.746 -0.891  -0.085
C5 -4.808 0.710 -1.619  -0.035
C6 -3.738 -0.001 -1.083  -0.150
C7 -2.404 -0.261 -1.525  0.061
C8 -1.818 -1.014 -0.559  -0.220
C9 -0.444 -1.624 -0.476  -0.246
C10 0.095 -1.668 0.958  -0.011
N1 0.484 -0.994 -1.402  -0.077
C11 0.988 -1.842 -2.462  -0.198
C12 1.996 -2.898 -1.995  -0.141
C13 3.310 -2.293 -1.486  -0.198
N2 3.265 -1.998 -0.059  -0.181
C14 4.069 -0.835 0.285  -0.167
C15 3.917 -0.541 1.775  -0.189
O2 4.339 -1.635 2.558  -0.128
C16 3.606 -2.791 2.231  -0.197
C17 3.709 -3.129 0.743  -0.169
C18 0.902 0.292 -1.282  -0.745
S1 2.048 0.942 -2.289  0.735
N3 0.286 1.037 -0.323  0.075
C19 0.579 2.343 0.085  -0.250
C20 -0.486 3.159 0.464  -0.026
C21 -0.243 4.441 0.915  -0.082
C22 1.054 4.920 0.995  -0.057
C23 2.124 4.111 0.639  -0.271
C24 3.537 4.598 0.741  -0.046
C25 1.878 2.819 0.195  -0.029
O3 -2.672 -1.269 0.468  0.072
C26 -3.853 -0.654 0.160  -0.122
H1 -4.645 -2.345 3.620  0.096
H2 -3.360 -1.343 2.903  0.097
H3 -3.934 -2.800 2.051  0.098
H4 -7.013 0.136 0.888  0.118
H5 -6.830 1.286 -1.271  0.104
H6 -4.714 1.210 -2.569  0.110
H7 -1.953 0.081 -2.434  0.131
H8 -0.536 -2.664 -0.815  0.155
H9 0.004 -0.710 1.462  0.082
H10 -0.450 -2.412 1.534  0.088
H11 1.148 -1.936 0.909  0.051
H12 1.465 -1.194 -3.201  0.060
H13 0.134 -2.337 -2.936  0.128
H14 1.557 -3.522 -1.215  0.101
H15 2.209 -3.537 -2.854  0.114
H16 3.494 -1.363 -2.025  0.079
H17 4.142 -2.979 -1.712  0.120
H18 3.718 0.017 -0.297  0.071
H19 5.137 -1.002 0.061  0.135
H20 4.544 0.303 2.068  0.126
H21 2.865 -0.305 1.996  0.122
H22 4.027 -3.599 2.833  0.126
H23 2.550 -2.650 2.507  0.115
H24 3.081 -3.996 0.524  0.123
H25 4.757 -3.391 0.510  0.129
H26 -0.646 0.736 -0.068  0.110
H27 -1.499 2.786 0.396  0.111
H28 -1.071 5.072 1.201  0.103
H29 1.233 5.928 1.340  0.106
H30 4.075 4.391 -0.182  0.082
H31 3.569 5.666 0.937  0.074
H32 4.054 4.082 1.551  0.082
H33 2.707 2.185 -0.071  0.067

Cartesian forces (eV/Å) of the 2 atoms listed first:
C 0.3 -0.3 0.3
O -0.2 0.3 -0.3

## Properties
Multiplicity: 1
SMILES string: COc1cccc2cc([C@H](C)N(CCCN3CCOCC3)C(=S)Nc3cccc(C)c3)oc12
Total energy in Eh: -1798.70014
Charge: 0
LUMO energy in Eh: 0.0193
HOMO level in eV: -7.96
Energy relative to the best compared isomer or geometry (same formula, charge and spin) in kJ/mol: 33.4
Gap between HOMO and LUMO in eV: 8.5
F_max in eV/A: 0.94


(2)
# C9H19N5O4

One molecule with the formula C9H19N5O4 at a distorted geometry (ωB97M-V/def2-TZVPD, the OMol25 dataset).

Last column: Löwdin charge in e.
Cartesian coordinates (Å):
H1 -0.784 -0.513 -1.085  0.015
N1 -0.727 -1.069 -2.020  0.108
C1 0.263 -0.931 -2.758  -0.601
N2 0.423 -1.801 -3.810  0.111
N3 1.235 0.104 -2.686  0.020
C2 0.882 1.374 -2.026  -0.233
C3 1.554 1.833 -0.814  -0.214
C4 1.118 1.342 0.564  -0.093
C5 1.131 -0.205 0.760  -0.217
N4 0.579 -0.638 2.045  0.138
C6 -0.621 -0.489 2.610  -0.456
O1 -0.800 -0.723 3.809  0.048
C7 -1.766 -0.021 1.788  -0.300
N5 -1.779 -0.508 0.398  0.028
C8 -3.097 -0.140 2.643  -0.174
O2 -4.118 0.600 1.902  -0.089
C9 2.533 -0.856 0.757  -0.433
O3 3.098 -1.175 1.805  0.090
O4 3.150 -1.155 -0.393  0.122
H2 1.377 -2.082 -4.079  0.106
H3 -0.244 -2.516 -3.800  0.067
H4 1.674 0.348 -3.600  0.141
H5 -0.215 1.383 -1.744  0.139
H6 1.024 2.135 -2.810  0.124
H7 2.615 1.697 -0.877  0.106
H8 1.522 2.949 -0.961  0.137
H9 1.872 1.521 1.367  0.139
H10 0.186 1.783 0.905  0.104
H11 0.602 -0.705 -0.006  0.088
H12 1.302 -1.026 2.631  0.132
H13 -1.739 1.076 1.738  0.137
H14 -2.585 -0.007 -0.001  0.093
H15 -2.239 -1.516 0.355  0.164
H16 -2.916 0.269 3.693  0.136
H17 -3.330 -1.224 2.793  0.133
H18 -3.823 1.520 1.994  0.082
H19 2.642 -0.636 -1.088  0.102

Cartesian forces (eV/Å) of the 2 atoms listed first:
H -0.1 -0.9 -2.5
N -1.1 0.5 2.9

## Properties
Multiplicity: 1
SMILES string: [H]/N=C(/N)NCCC[C@H](NC(=O)[C@@H](N)CO)C(=O)O
Total energy in Eh: -929.06167
Charge: 0
LUMO energy in Eh: 0.0128
HOMO level in eV: -9.20
Energy relative to the best compared isomer or geometry (same formula, charge and spin) in kJ/mol: 182.2
Gap between HOMO and LUMO in eV: 9.6
F_max in eV/A: 3.53


(3)
# C29H66O21P2S5

A 5-piece molecular cluster, C29H66O21P2S5 overall at a distorted geometry (ωB97M-V/def2-TZVPD, the OMol25 dataset).

Last column: Löwdin charge in e.
Cartesian coordinates (Å):
C1 4.083 -2.765 -1.202  -0.143
C2 3.877 -1.257 -0.547  -0.190
C3 3.218 -0.178 -1.644  -0.175
O1 2.214 0.587 -0.890  -0.173
C4 1.381 1.433 -1.754  -0.176
C5 0.578 0.797 -3.031  -0.166
O2 0.975 0.120 -4.112  0.020
O3 -0.892 1.095 -2.972  -0.090
C6 -1.216 0.983 -1.511  -0.389
C7 -2.728 1.500 -1.033  -0.149
C8 -3.943 0.958 -1.991  -0.195
P1 -5.286 -0.068 -1.048  0.803
O4 -5.058 -0.124 0.519  -0.355
O5 -6.848 0.741 -1.273  -0.288
C9 -7.858 -0.149 -0.680  -0.309
C10 -8.956 0.639 0.273  -0.098
O6 -5.336 -1.628 -1.832  -0.307
C11 -5.357 -2.736 -0.865  -0.284
C12 -4.878 -4.091 -1.721  -0.091
S1 -1.296 -0.876 -1.299  0.832
C13 -1.833 -1.794 -2.887  -0.131
O7 0.050 -1.544 -0.888  -0.370
O8 -2.339 -1.345 -0.211  -0.399
C14 0.023 1.844 -0.866  -0.329
C15 0.176 1.961 0.770  -0.172
C16 0.136 0.531 1.569  -0.232
C17 0.490 0.846 3.169  -0.128
P2 -0.101 3.731 -1.338  0.837
O9 0.291 4.664 -0.082  -0.501
H1 3.074 -3.086 -1.750  0.084
H2 4.237 -3.578 -0.346  0.084
H3 4.936 -2.802 -2.008  0.064
H4 3.033 -1.389 0.287  0.112
H5 4.828 -0.836 -0.010  0.109
H6 2.795 -0.842 -2.510  0.120
H7 4.110 0.450 -2.068  0.138
H8 2.129 2.326 -2.005  0.175
H9 -2.843 1.194 0.114  0.136
H10 -2.814 2.690 -1.031  0.117
H11 -3.567 0.388 -2.966  0.108
H12 -4.528 1.910 -2.410  0.118
H13 -8.453 -0.631 -1.590  0.134
H14 -7.428 -1.047 -0.062  0.097
H15 -8.449 0.997 1.283  0.094
H16 -9.509 1.495 -0.304  0.083
H17 -9.767 -0.163 0.566  0.083
H18 -6.418 -2.978 -0.429  0.119
H19 -4.594 -2.643 0.017  0.117
H20 -5.235 -3.964 -2.829  0.082
H21 -5.238 -5.092 -1.227  0.087
H22 -3.687 -4.027 -1.749  0.075
H23 -1.387 -2.894 -2.770  0.110
H24 -2.999 -1.932 -2.955  0.066
H25 -1.412 -1.302 -3.862  0.080
H26 1.170 2.513 1.112  0.142
H27 -0.761 2.601 1.137  0.133
H28 0.931 -0.259 1.219  0.099
H29 -0.956 0.053 1.506  0.110
H30 -0.310 1.540 3.671  0.083
H31 0.518 -0.179 3.766  0.070
H32 1.573 1.332 3.252  0.089
H33 0.886 4.080 -2.369  0.039
H34 -1.383 4.093 -1.885  0.013
C18 -1.800 -1.112 9.347  -0.091
C19 -1.883 -2.537 8.832  -0.276
O10 -2.131 -2.570 7.434  -0.267
S2 -0.905 -2.234 6.415  0.618
C20 -1.695 -2.781 4.922  -0.119
O11 0.203 -3.122 6.704  -0.289
O12 -0.739 -0.799 6.341  -0.297
H35 -0.921 -0.598 8.948  0.063
H36 -1.730 -1.099 10.440  0.084
H37 -2.679 -0.537 9.041  0.086
H38 -0.978 -3.102 9.079  0.116
H39 -2.723 -3.044 9.319  0.123
H40 -1.862 -3.858 4.982  0.075
H41 -1.031 -2.550 4.086  0.072
H42 -2.639 -2.246 4.805  0.078
C21 5.606 -5.886 -5.567  -0.076
C22 5.199 -5.142 -6.825  -0.277
O13 4.061 -4.323 -6.600  -0.263
S3 4.255 -2.923 -5.789  0.634
C23 2.660 -2.231 -6.149  -0.113
O14 5.264 -2.128 -6.459  -0.290
O15 4.318 -3.208 -4.372  -0.296
H43 5.969 -5.197 -4.799  0.070
H44 6.405 -6.603 -5.782  0.082
H45 4.752 -6.423 -5.141  0.087
H46 6.030 -4.550 -7.222  0.116
H47 4.924 -5.869 -7.596  0.124
H48 2.585 -2.048 -7.222  0.077
H49 2.570 -1.290 -5.600  0.057
H50 1.889 -2.929 -5.817  0.079
C24 -3.288 5.360 10.293  -0.079
C25 -2.869 4.436 9.164  -0.278
O16 -1.469 4.194 9.183  -0.265
S4 -0.870 3.167 10.296  0.629
C26 0.756 3.005 9.602  -0.119
O17 -1.551 1.894 10.177  -0.290
O18 -0.756 3.862 11.560  -0.287
H51 -3.153 4.880 11.267  0.070
H52 -4.343 5.634 10.196  0.081
H53 -2.682 6.271 10.293  0.086
H54 -3.425 3.494 9.195  0.116
H55 -3.098 4.916 8.207  0.124
H56 0.681 2.518 8.628  0.076
H57 1.354 2.394 10.282  0.078
H58 1.201 3.998 9.508  0.075
C27 4.705 4.419 -8.941  -0.079
C28 4.223 3.299 -8.038  -0.282
O19 5.163 2.236 -7.980  -0.268
S5 6.508 2.432 -7.082  0.625
C29 7.044 0.740 -7.105  -0.119
O20 6.124 2.776 -5.728  -0.291
O21 7.461 3.220 -7.833  -0.290
H59 5.584 4.915 -8.521  0.071
H60 3.923 5.174 -9.073  0.080
H61 4.992 4.029 -9.923  0.086
H62 3.995 3.670 -7.033  0.115
H63 3.295 2.885 -8.446  0.122
H64 6.313 0.127 -6.575  0.048
H65 8.013 0.686 -6.603  0.080
H66 7.146 0.416 -8.143  0.079

Cartesian forces (eV/Å) of the 2 atoms listed first:
C -0.6 0.0 0.0
C -1.4 -0.4 0.3

## Properties
Multiplicity: 1
SMILES string: CCCO[C@H]1C(=O)O[C@@](CCP(=O)(OCC)OCC)(S(C)(=O)=O)[C@]1(CCC)[PH2]=O.CCOS(C)(=O)=O.CCOS(C)(=O)=O.CCOS(C)(=O)=O.CCOS(C)(=O)=O
Total energy in Eh: -5397.83204
Charge: 0
LUMO energy in Eh: -0.0310
HOMO level in eV: -10.14
Gap between HOMO and LUMO in eV: 9.3
F_max in eV/A: 9.05